19
Properties=species:S:1:pos:R:3:nbo_charge:R:1 method="wB97M-V/def2-TZVPD" smiles=C[C@H]1CO[C@@H](C)C1 total_charge=0 de_lowest_kcal_mol=11.8 lumo_energy_ev=1.119 gap_ha=0.3876 homo_energy_ev=-9.429 energy_ev=-8463.842
C 1.48 1.87 -0.01 -0.605
C 0.43 0.97 0.55 -0.241
C -0.96 1.16 -0.06 -0.059
O -1.65 -0.05 0.14 -0.533
C -0.74 -1.13 0.33 0.092
C -1.00 -2.17 -0.73 -0.616
C 0.67 -0.57 0.31 -0.424
H 1.15 2.91 -0.12 0.212
H 1.61 1.46 -1.03 0.198
H 2.48 1.84 0.44 0.217
H 0.38 1.14 1.63 0.199
H -1.53 1.96 0.41 0.188
H -0.89 1.38 -1.14 0.156
H -0.99 -1.56 1.30 0.169
H -2.06 -2.44 -0.71 0.219
H -0.38 -3.05 -0.56 0.206
H -0.76 -1.76 -1.72 0.202
H 1.15 -0.78 -0.66 0.198
H 1.31 -1.02 1.08 0.220



20
Properties=species:S:1:pos:R:3:nbo_charge:R:1 method="wB97M-V/def2-TZVPD" total_charge=0 de_lowest_kcal_mol=32.7 lumo_energy_ev=0.886 gap_ha=0.3506 homo_energy_ev=-8.656 energy_ev=-10301.852
H -0.97 0.83 -1.89 0.349
N -0.14 0.94 -1.32 -0.787
C -0.40 1.17 -0.08 0.572
N -1.65 1.05 0.49 -0.839
N 0.64 1.35 0.80 -0.625
C 1.94 1.74 0.29 -0.414
H -1.67 0.91 1.49 0.372
H -2.20 0.24 0.02 0.398
H 0.38 1.78 1.68 0.373
H 2.70 1.49 1.03 0.195
H 2.00 2.81 0.07 0.184
H 2.12 1.18 -0.62 0.237
C -1.66 -1.82 -0.15 -0.147
N -0.65 -1.83 -0.93 -0.346
C 0.67 -1.96 -0.39 -0.452
H -2.63 -2.01 -0.58 0.183
H -1.56 -1.92 0.94 0.142
H 1.30 -1.21 -0.88 0.228
H 1.05 -2.94 -0.67 0.210
H 0.72 -1.81 0.70 0.168



103
Properties=species:S:1:pos:R:3:mulliken_charge:R:1 method="wB97M-V/def2-TZVPD" total_charge=+1 de_lowest_kcal_mol=28.8 lumo_energy_ev=-4.110 gap_ha=0.2100 homo_energy_ev=-9.825 energy_ev=-84561.418
Pt -0.61 0.09 0.77 2.481
C 0.95 -2.76 -0.77 -1.116
C -0.50 -2.79 -0.44 0.232
C -1.40 -3.82 -0.70 -1.497
C -2.61 -3.42 -0.18 0.902
C -3.93 -4.12 -0.21 -1.455
N -2.44 -2.21 0.39 0.474
N -1.15 -1.82 0.20 0.246
B -3.58 -1.20 0.74 -1.402
N -3.78 -0.29 -0.46 1.137
N -2.69 -0.05 -1.22 -0.014
C -3.12 0.38 -2.39 0.704
C -2.21 0.67 -3.54 -1.205
C -4.53 0.44 -2.39 -1.418
C -4.91 -0.01 -1.15 0.664
C -6.28 -0.16 -0.57 -1.352
N -3.19 -0.44 2.04 0.687
N -1.89 -0.14 2.35 0.439
C -1.84 0.18 3.66 0.673
C -0.60 0.36 4.46 -0.844
C -3.13 0.14 4.16 -1.696
C -3.95 -0.26 3.13 0.798
C -5.42 -0.50 3.16 -1.324
H 1.42 -3.70 -0.46 0.468
H 1.46 -1.94 -0.28 -0.103
H 1.09 -2.66 -1.85 0.509
H -1.19 -4.75 -1.20 0.554
H -3.80 -5.12 -0.59 0.430
H -4.63 -3.59 -0.86 0.244
H -4.37 -4.18 0.79 0.283
H -4.57 -1.82 0.98 -0.226
H -1.20 0.34 -3.32 0.021
H -2.19 1.73 -3.79 0.276
H -2.55 0.13 -4.42 0.469
H -5.18 0.74 -3.20 0.508
H -7.03 -0.09 -1.36 0.391
H -6.49 0.63 0.15 0.195
H -6.40 -1.12 -0.07 0.310
H 0.29 0.31 3.86 -0.401
H -0.57 -0.43 5.21 0.391
H -0.62 1.31 5.00 0.427
H -3.42 0.32 5.18 0.547
H -5.78 -0.42 4.18 0.427
H -5.68 -1.48 2.77 0.286
H -5.94 0.24 2.55 0.139
C 2.74 1.87 3.46 -0.742
C 1.70 2.95 3.35 -0.614
O 0.44 2.43 2.85 -0.145
P -0.17 2.27 1.41 0.560
O -1.59 2.91 1.47 -0.189
C -1.88 4.24 2.00 -0.327
C -2.64 4.10 3.29 -1.043
O 0.87 -0.59 1.84 -0.977
C 0.75 -1.87 2.46 0.157
C 1.98 -2.04 3.33 -1.586
H 3.66 2.32 3.85 0.516
H 2.95 1.42 2.49 0.101
H 2.43 1.09 4.15 0.173
H 2.02 3.76 2.69 0.440
H 1.45 3.38 4.32 0.362
H -2.46 4.73 1.22 0.386
H -0.94 4.79 2.13 0.401
H -3.54 3.50 3.14 0.248
H -2.93 5.08 3.65 0.464
H -2.02 3.62 4.05 0.188
H 0.72 -2.66 1.72 0.432
H -0.16 -1.94 3.06 0.124
H 2.89 -1.93 2.74 0.322
H 1.97 -3.04 3.77 0.409
H 2.00 -1.31 4.14 0.259
Cl 1.05 3.51 0.37 -0.356
C 6.62 -3.02 -3.20 -1.635
C 6.11 -1.68 -2.74 1.386
C 7.00 -0.71 -2.30 -0.800
C 6.56 0.53 -1.87 -1.017
C 5.21 0.81 -1.86 -0.281
C 4.30 -0.15 -2.30 -0.915
N 2.91 0.15 -2.26 1.217
C 2.35 1.19 -2.96 1.039
C 3.04 1.75 -4.05 -0.632
C 2.50 2.79 -4.77 -0.670
C 1.25 3.33 -4.45 -1.037
C 0.56 2.79 -3.40 -1.089
C 1.08 1.73 -2.64 0.558
C 0.26 1.30 -1.50 0.546
O -0.77 1.88 -1.15 -0.735
O 0.66 0.27 -0.78 -0.870
C 4.73 -1.40 -2.75 0.881
C 3.74 -2.42 -3.25 -1.654
H 7.69 -3.11 -2.98 0.396
H 6.49 -3.15 -4.27 0.362
H 6.11 -3.84 -2.70 0.328
H 8.06 -0.94 -2.30 0.386
H 7.27 1.28 -1.54 0.406
H 4.84 1.77 -1.52 0.525
H 2.35 -0.26 -1.54 -0.418
H 4.01 1.35 -4.31 0.491
H 3.06 3.19 -5.61 0.412
H 0.84 4.14 -5.03 0.448
H -0.41 3.18 -3.11 0.502
H 2.84 -1.93 -3.62 0.317
H 3.45 -3.10 -2.45 0.251
H 4.16 -3.02 -4.05 0.479



23
Properties=species:S:1:pos:R:3:nbo_charge:R:1 method="wB97M-V/def2-TZVPD" total_charge=+1 de_lowest_kcal_mol=42.9 lumo_energy_ev=-2.976 gap_ha=0.3825 homo_energy_ev=-13.385 energy_ev=-10448.701
C 0.34 -1.13 -2.60 -0.665
C 0.50 -0.44 -1.29 -0.054
C 0.45 1.15 -1.25 -0.401
C 0.91 1.69 0.10 -0.273
C -0.52 1.98 2.06 0.015
N -0.08 1.31 1.09 -0.502
N -0.49 -1.01 -0.26 -0.696
H 0.70 -2.20 -2.60 0.240
H 1.01 -0.75 -3.38 0.262
H -0.70 -1.24 -2.98 0.229
H 1.53 -0.45 -0.97 0.227
H 1.15 1.40 -2.10 0.249
H -0.56 1.49 -1.41 0.212
H 1.92 1.38 0.46 0.228
H 0.88 2.77 0.08 0.209
H -1.20 1.47 2.75 0.175
H -0.33 3.03 2.32 0.170
H -0.68 -2.00 -0.40 0.437
H -1.31 -0.43 -0.40 0.433
H -0.21 -0.84 0.72 0.494
H -0.81 -2.22 2.83 0.495
H -1.69 -2.67 1.62 0.475
O -0.78 -2.60 1.94 -0.959



12
Properties=species:S:1:pos:R:3:nbo_charge:R:1 method="wB97M-V/def2-TZVPD" total_charge=0 de_lowest_kcal_mol=59.4 lumo_energy_ev=0.445 gap_ha=0.3661 homo_energy_ev=-9.518 energy_ev=-8337.884
O -1.39 -1.01 -1.00 -0.632
C -0.43 -0.60 -0.18 0.435
C -0.61 0.32 1.00 -0.552
C 0.93 0.10 1.11 0.580
O 1.76 0.51 1.88 -0.540
C 0.91 -0.77 -0.08 -0.455
H -1.02 -1.61 -1.65 0.493
H -0.17 1.75 -1.61 -0.006
H -1.21 -0.09 1.82 0.226
H -0.92 1.34 0.78 0.227
H 0.45 1.37 -1.46 -0.002
H 1.66 -1.30 -0.65 0.226



25
Properties=species:S:1:pos:R:3:nbo_charge:R:1 method="wB97M-V/def2-TZVPD" smiles="O=C1C(=O)[C@@H]2C=C[C@H]1C21CCCC1" total_charge=0 de_lowest_kcal_mol=50.9 lumo_energy_ev=-0.584 gap_ha=0.3091 homo_energy_ev=-8.994 energy_ev=-15694.838
O -0.44 2.47 -2.32 -0.476
C 0.00 1.90 -1.30 0.491
C 0.32 2.36 0.12 0.485
O 0.35 3.44 0.71 -0.466
C 0.93 1.12 0.75 -0.364
C 2.25 0.87 0.00 -0.172
C 1.94 0.44 -1.25 -0.163
C 0.39 0.42 -1.30 -0.374
C 0.01 0.04 0.13 0.030
C -1.48 0.14 0.54 -0.419
C -2.03 -1.25 0.31 -0.402
C -0.88 -2.23 0.64 -0.405
C 0.41 -1.43 0.46 -0.413
H 1.04 1.10 1.86 0.242
H 3.24 1.06 0.44 0.234
H 2.57 0.18 -2.11 0.234
H -0.01 -0.16 -2.11 0.239
H -2.02 0.92 -0.03 0.223
H -1.55 0.41 1.63 0.213
H -2.31 -1.32 -0.76 0.199
H -2.89 -1.50 0.91 0.218
H -1.01 -2.57 1.67 0.205
H -0.87 -3.11 -0.02 0.214
H 1.02 -1.46 1.37 0.212
H 1.02 -1.85 -0.34 0.215